--- A ---
Here is a molecular structure, C6H16N2O2 from the OMol25 dataset. Energies are from ωB97M-V/def2-TZVPD.

Summary:
lowest unoccupied orbital energy: 0.6 eV
HOMO: -8.1 eV

Last column: Löwdin charge in e.
Positions of all 26 atoms, in Å:
C 1.08292 -0.17527 0.59494  -0.551
C 2.13690 -0.76023 -0.35193  -0.045
C 1.77723 0.49067 1.79737  -0.019
C 0.24463 0.94562 -0.07851  -0.399
N 0.27327 -1.27453 1.09666  0.096
N 0.77299 1.60630 -1.12805  0.214
O -0.65395 1.56783 0.58956  0.045
H -0.24130 -1.69288 0.32856  0.071
H -0.42653 -0.94555 1.75261  0.077
H 1.39615 1.13562 -1.75787  0.105
H 0.25878 2.40334 -1.47061  0.131
H 2.65463 -1.55756 0.17824  0.091
H 2.88098 -0.01894 -0.64576  0.082
H 1.67555 -1.18507 -1.24362  0.078
H 2.42433 1.30521 1.47281  0.091
H 1.03764 0.89322 2.48826  0.090
H 2.37317 -0.25748 2.31726  0.091
C -2.85638 -0.46435 -0.01741  -0.270
C -1.56678 -0.35214 -1.56123  -0.078
O -2.44919 -0.02572 1.13144  -0.192
H -1.59296 0.89375 0.93758  0.090
H -3.57783 0.16661 -0.55319  0.083
H -3.08089 -1.53522 -0.05831  0.083
H -0.61696 -0.84919 -1.74634  0.003
H -1.67822 0.66464 -1.93329  0.017
H -2.24817 -0.97865 -2.13917  0.016

***

--- B ---
Here is 2 unconnected molecules or ions with the total composition C6H16N2O2 from the OMol25 dataset. Energies are from ωB97M-V/def2-TZVPD.

Summary:
lowest unoccupied orbital energy: 0.8 eV
SMILES string: CC[C@@H](C)O.CC(=O)NN
HOMO: -9.7 eV

Last column: Löwdin charge in e.
Positions of all 26 atoms, in Å:
C 1.42319 0.11162 0.87778  -0.453
C 0.45276 -1.15673 0.80173  -0.189
C 2.51105 -0.11432 1.92395  -0.053
C -0.79893 -0.98475 1.65228  -0.105
O 1.99838 0.45753 -0.35163  -0.087
H 1.70388 -0.17005 -1.08950  0.090
H 0.80062 0.96174 1.19979  0.122
H 0.17352 -1.40850 -0.22167  0.085
H 1.03278 -2.00568 1.16759  0.106
H 2.07133 -0.38085 2.88216  0.076
H 3.09564 0.79653 2.04293  0.077
H 3.17658 -0.91156 1.59983  0.083
H -0.53479 -0.75527 2.68648  0.073
H -1.38128 -1.90425 1.65901  0.073
H -1.42629 -0.17959 1.27507  0.053
C -2.02445 -0.40571 -2.21473  -0.001
N -0.52035 1.33381 -1.44226  -0.014
C -0.63019 0.11977 -2.02924  -0.539
N -1.62254 2.00858 -0.89910  0.038
O 0.38843 -0.46507 -2.39592  0.008
H 0.43785 1.60914 -1.18555  0.142
H -1.68358 2.93918 -1.28461  0.084
H -1.53970 2.07087 0.12467  0.088
H -2.47494 -0.61428 -1.24603  0.077
H -1.99780 -1.30428 -2.82731  0.086
H -2.63117 0.35213 -2.70570  0.080

***

--- C ---
Here is 2 unconnected molecules or ions with the total composition C6H16N2O2 from the OMol25 dataset. Energies are from ωB97M-V/def2-TZVPD.

Summary:
lowest unoccupied orbital energy (alpha / beta): 1.0 / 1.0 eV
HOMO (alpha / beta): -7.2 / -6.4 eV

Last column: Löwdin charge in e.
Positions of all 26 atoms, in Å:
C 3.13027 -1.46532 0.12075  -0.089
C -3.21217 0.19658 0.82802  -0.059
C -0.53280 -1.33037 -1.03710  -0.145
C -0.57645 2.37676 -0.67521  -0.057
C 2.59512 -0.02470 0.00545  -0.245
C 0.50060 0.87998 0.83840  -0.193
N -2.52511 -0.99519 0.22353  -0.080
N -1.55505 -0.48979 -0.58234  -0.122
O 0.66807 1.91502 -0.09247  -0.121
O 1.51993 -0.01568 0.96260  -0.105
H 3.50145 -1.63231 1.20230  0.098
H 2.47670 -2.27248 0.11540  0.028
H 3.96393 -1.62283 -0.69452  0.112
H -2.60485 1.02161 1.29757  0.094
H -3.70244 0.57067 0.04121  0.031
H -3.83745 -0.26698 1.49453  0.045
H -0.41223 -2.13891 -0.33596  0.068
H -0.89755 -1.76326 -2.04694  0.112
H 0.36453 -0.78752 -1.24607  0.048
H -1.33225 1.66882 -0.82562  0.037
H -0.15348 3.03587 -1.40184  0.090
H -0.95170 3.04948 0.01201  0.055
H 2.45261 0.03282 -1.09100  0.114
H 3.18046 0.82333 0.41137  0.133
H 0.13077 0.98304 1.74939  0.077
H -2.19088 -1.74862 0.72653  0.075

***

Which structure is the least stable? The one labeled C.

***

--- A ---
Here is 2 unconnected molecules or ions with the total composition C2H2FOS from the OMol25 dataset. Energies are from ωB97M-V/def2-TZVPD.

Summary:
lowest unoccupied orbital energy (alpha / beta): 3.6 / 3.6 eV
net charge: -1
HOMO (alpha / beta): -1.7 / -1.7 eV

Last column: Löwdin charge in e.
Positions of all 7 atoms, in Å:
C 1.56117 0.39606 0.20265  -0.945
C -1.00983 -0.39499 -0.23821  -0.193
O 1.88780 -0.50834 0.89847  -0.032
F -1.67420 0.41318 0.73906  -0.262
S 1.79623 1.76986 -0.56694  0.534
H -0.89319 -1.33938 0.07252  -0.079
H -1.66799 -0.33639 -1.10755  -0.023

***

--- B ---
Here is 2 unconnected molecules or ions with the total composition C2H2FOS from the OMol25 dataset. Energies are from ωB97M-V/def2-TZVPD.

Summary:
lowest unoccupied orbital energy (alpha / beta): 3.8 / 3.8 eV
net charge: -1
HOMO (alpha / beta): -2.3 / -2.3 eV

Last column: Löwdin charge in e.
Positions of all 7 atoms, in Å:
C -2.38826 -0.61050 -0.08510  -0.961
C -0.04320 -0.42986 0.22600  -0.159
O -2.69284 -1.77250 -0.00779  -0.103
F 0.49228 -1.65993 0.01141  -0.150
S -3.06848 0.88890 0.00874  0.370
H -0.21812 -0.31116 1.26517  0.015
H 0.36082 0.19552 -0.45647  -0.012

***

--- C ---
Here is 2 unconnected molecules or ions with the total composition C2H2FOS from the OMol25 dataset. Energies are from ωB97M-V/def2-TZVPD.

Summary:
lowest unoccupied orbital energy: 2.9 eV
net charge: -1
HOMO: -0.6 eV

Last column: Löwdin charge in e.
Positions of all 7 atoms, in Å:
C 1.36425 -1.39158 0.47903  -0.889
C -1.08081 0.79790 -0.61303  -0.356
O 1.47439 -1.57834 -0.67796  0.049
F -2.02777 1.76876 -0.96857  -0.346
S 1.66639 -1.38549 1.98333  0.721
H 0.06769 1.26537 -0.58612  -0.065
H -1.46414 0.52339 0.38333  -0.114

***

Which structure is the least stable? The one labeled C.

***

--- A ---
Here is a molecular structure, C24H29N3O4S from the OMol25 dataset. Energies are from ωB97M-V/def2-TZVPD.

Summary:
lowest unoccupied orbital energy: -0.7 eV
HOMO: -8.0 eV

Last column: Löwdin charge in e.
Positions of all 61 atoms, in Å:
C 4.88559 -1.83804 -3.11924  -0.085
O 3.43050 -1.71197 -2.94510  -0.192
C 2.81663 -0.82402 -2.05127  -0.209
C 3.73816 0.05401 -1.44343  -0.027
C 3.25476 1.03900 -0.75048  -0.059
C 1.93684 0.92604 -0.35470  -0.229
C 1.24353 -0.01976 -0.95574  0.021
C 1.49598 -0.91412 -2.01164  -0.202
O 0.57676 -1.75461 -2.57375  -0.086
C 1.00172 -2.70419 -3.36684  -0.200
H -0.09710 -3.38201 -3.55021  0.156
H 1.54047 -3.60664 -2.95606  0.088
H 1.55394 -2.27118 -4.41682  0.161
H -0.09894 -0.00812 -0.80471  0.226
C 1.15066 2.00370 0.41181  -0.146
H 2.03458 2.29648 1.32167  0.205
H 0.48918 1.66265 1.06554  0.042
C 0.80122 3.11853 -0.31020  -0.069
N 0.04293 4.31193 0.44049  -0.007
C 0.92460 5.35485 0.63266  -0.478
O 1.96999 5.57642 -0.04238  0.063
C 0.16054 6.30111 1.42485  -0.379
S -1.54292 5.70981 1.82576  0.941
C -0.98533 4.09522 1.15412  -0.459
N -2.00566 3.11224 0.83594  0.062
N -3.05018 3.21439 1.52599  -0.035
C -3.65675 2.13213 1.48381  -0.196
O -5.14235 2.13334 1.85132  -0.207
C -3.03274 0.66160 1.38742  -0.152
C -1.88569 0.44924 2.01391  -0.044
C -1.52543 -0.88589 1.82885  0.005
C -2.07152 -1.83945 0.94841  -0.235
C -3.26810 -1.49789 0.48959  -0.048
C -3.68266 -0.20181 0.50605  -0.003
H -4.65694 -0.00335 0.07299  0.124
H -3.92756 -2.28807 -0.02672  0.150
C -1.54685 -3.19389 0.89053  -0.482
C 0.10723 -3.22970 0.76543  -0.027
H 0.00024 -2.79461 -0.44804  0.133
H 0.40083 -4.35268 0.58705  0.102
H 0.73403 -2.48509 1.30945  0.062
C -1.39017 -4.02037 2.63413  0.111
H -2.43112 -3.92737 2.79474  0.067
H -0.95213 -4.82766 2.39853  -0.015
H -0.94401 -3.34193 3.05939  -0.056
C -2.23336 -4.00838 0.11660  -0.154
H -3.16810 -4.20293 0.46854  0.068
H -1.65125 -4.97627 0.10329  0.124
H -2.37677 -3.78870 -0.96442  0.124
H -0.47065 -1.22847 2.36254  0.158
H -1.51587 1.15455 2.56016  0.063
H -3.49872 4.05108 1.72724  0.115
H -0.17120 7.51689 0.68085  0.219
H 0.75953 6.83439 2.27768  0.116
H -0.01557 2.90002 -0.89184  0.124
H 1.54415 3.49488 -0.70903  0.043
H 3.86151 1.63241 -0.14580  0.110
H 4.85765 -0.09422 -1.54661  0.124
H 4.95146 -2.68711 -3.86986  0.088
H 5.51554 -2.00555 -1.99401  0.158
H 5.21487 -0.82084 -3.70841  0.128

***

--- B ---
Here is a single C24H29N3O4S molecule from the OMol25 dataset. Energies are from ωB97M-V/def2-TZVPD.

Summary:
lowest unoccupied orbital energy: 0.6 eV
SMILES string: CC(=O)N1CCCc2cc(S(=O)(=O)N3CCC[C@@H](C(=O)NCc4ccccc4)C3)ccc21
HOMO: -8.7 eV

Last column: Löwdin charge in e.
Positions of all 61 atoms, in Å:
C 6.38787 2.09945 0.08645  0.003
C 5.37061 0.99891 -0.13408  -0.472
O 5.62814 -0.15227 0.14436  0.066
N 4.16443 1.37409 -0.66919  0.004
C 3.14527 0.42874 -0.90009  -0.123
C 3.45231 -0.84951 -1.37161  0.025
C 2.45654 -1.78552 -1.57063  -0.048
C 1.14124 -1.43393 -1.32988  -0.271
C 0.82061 -0.15655 -0.93069  -0.017
C 1.80748 0.78937 -0.69339  -0.123
C 1.38891 2.14605 -0.20054  -0.129
C 2.58831 2.98596 0.22127  -0.150
C 3.71738 2.75069 -0.78048  -0.140
H 3.34534 2.91135 -1.79869  0.140
H 4.54244 3.43492 -0.60484  0.106
H 2.92894 2.68427 1.21339  0.125
H 2.32421 4.04301 0.25672  0.115
H 0.84465 2.65459 -1.00244  0.129
H 0.69395 2.01206 0.63157  0.108
H -0.21189 0.10212 -0.78654  0.092
S -0.14863 -2.66693 -1.43596  0.696
O 0.35314 -3.75260 -2.22500  -0.274
O -1.39607 -2.06530 -1.83534  -0.299
N -0.37333 -3.22533 0.11527  -0.225
C -1.61203 -3.02549 0.81571  -0.153
H -1.83293 -3.95076 1.36518  0.138
C -1.56916 -1.87402 1.83324  -0.189
C -1.57962 -0.45531 1.25284  -0.465
O -0.93039 0.45189 1.74359  0.052
N -2.44259 -0.26076 0.23901  0.086
H -2.81148 -1.04517 -0.27458  0.112
C -2.66459 1.03600 -0.37497  -0.126
C -4.14344 1.26701 -0.53411  -0.214
C -4.83273 0.60960 -1.54632  -0.043
C -6.19797 0.78057 -1.68810  -0.082
C -6.88698 1.61038 -0.81896  -0.093
C -6.20676 2.26478 0.19353  -0.084
C -4.84082 2.09097 0.33757  -0.038
H -4.31107 2.59868 1.13051  0.113
H -6.74126 2.91149 0.87379  0.102
H -7.95245 1.74648 -0.93120  0.100
H -6.72567 0.26749 -2.47851  0.103
H -4.29225 -0.03581 -2.22454  0.115
H -2.17928 1.07054 -1.35894  0.128
H -2.21300 1.78363 0.28146  0.122
H -2.48534 -1.93233 2.43592  0.156
C -0.35969 -2.07187 2.75657  -0.148
C 0.92574 -2.24795 1.94869  -0.146
C 0.77729 -3.40891 0.96358  -0.181
H 0.65299 -4.34999 1.51455  0.132
H 1.65215 -3.50037 0.32026  0.113
H 1.13575 -1.32678 1.40393  0.102
H 1.76338 -2.44468 2.61885  0.119
H -0.26461 -1.20266 3.40836  0.115
H -0.52579 -2.95600 3.37635  0.119
H -2.38447 -2.89873 0.05846  0.109
H 2.67966 -2.77873 -1.92565  0.117
H 4.47870 -1.11329 -1.56040  0.116
H 7.30921 1.62607 0.41607  0.086
H 6.58129 2.64787 -0.83241  0.086
H 6.05836 2.78854 0.86101  0.085

***

Which structure is the least stable? The one labeled A.

***

--- A ---
Here is 2 unconnected molecules or ions with the total composition C3H11NOS from the OMol25 dataset. Energies are from ωB97M-V/def2-TZVPD.

Summary:
lowest unoccupied orbital energy: 0.8 eV
SMILES string: CSC.NCO
HOMO: -8.5 eV

Last column: Löwdin charge in e.
Positions of all 17 atoms, in Å:
C -2.15923 0.72235 1.65979  -0.468
S -2.12405 -0.04391 0.03122  0.687
C -2.53397 1.52036 -0.86227  -0.423
H -1.76148 1.75046 1.57895  0.039
H -1.64033 0.16962 2.42888  0.024
H -3.14844 0.83860 2.09409  0.029
H -3.13564 1.23960 -1.76152  0.032
H -3.26190 2.02196 -0.23657  0.017
H -1.52773 2.01713 -1.13132  0.062
N 2.03522 -1.56779 0.18793  0.002
C 2.78264 -0.33525 -0.16734  -0.320
O 4.05934 -0.42020 -0.85791  -0.087
H 1.41463 -1.91872 -0.53516  0.056
H 2.81111 -2.16651 0.47484  0.068
H 2.15075 0.26847 -0.83817  0.110
H 2.93061 0.09929 0.82175  0.105
H 3.94863 -0.47418 -1.81034  0.068

***

--- B ---
Here is 2 unconnected molecules or ions with the total composition C3H11NOS from the OMol25 dataset. Energies are from ωB97M-V/def2-TZVPD.

Summary:
lowest unoccupied orbital energy: 0.7 eV
SMILES string: CCS.NCO
HOMO: -8.6 eV

Last column: Löwdin charge in e.
Positions of all 17 atoms, in Å:
C 0.18317 -0.11773 2.39327  -0.191
C -0.62754 -0.53143 1.18236  -0.738
S -2.06597 -1.48650 1.50030  0.687
H -0.00446 -0.74993 3.29467  0.064
H -0.27003 0.82933 2.77173  0.072
H 1.26403 0.09636 2.20758  0.081
H -0.88057 0.49689 0.86441  0.049
H -0.08312 -1.09127 0.35675  0.060
H -2.58236 -0.58804 2.42185  -0.108
N 0.71543 -0.11697 -3.07203  -0.018
C 1.06068 0.34665 -1.73102  -0.343
O -0.01320 0.95304 -0.98179  -0.096
H -0.27441 -0.47841 -2.99572  0.095
H 0.77328 0.69044 -3.75004  0.086
H 1.28726 -0.61126 -1.11339  0.119
H 2.06635 0.88619 -1.82497  0.130
H -0.54855 1.47264 -1.52395  0.051

***

Which structure is the least stable? The one labeled B.

***

--- A ---
Here is 2 unconnected molecules or ions with the total composition C2H4F2S from the OMol25 dataset. Energies are from ωB97M-V/def2-TZVPD.

Summary:
lowest unoccupied orbital energy (alpha / beta): -0.4 / -0.4 eV
SMILES string: CC(F)=S.F
HOMO (alpha / beta): -9.6 / -9.6 eV

Last column: Löwdin charge in e.
Positions of all 9 atoms, in Å:
C 0.46701 0.82996 -0.11945  -0.116
C -0.87420 0.17045 -0.46374  -0.896
F 0.83811 -2.07434 0.67533  -0.054
F -0.88787 -0.41762 -1.62555  0.044
S -2.20680 0.23293 0.50172  0.708
H 0.37835 1.81739 0.34768  0.068
H 1.15399 0.38260 0.71793  0.113
H 1.12397 0.91410 -1.02027  0.088
H 0.00744 -1.85546 0.98634  0.045

***

--- B ---
Here is 2 unconnected molecules or ions with the total composition C2H4F2S from the OMol25 dataset. Energies are from ωB97M-V/def2-TZVPD.

Summary:
lowest unoccupied orbital energy (alpha / beta): -0.1 / 0.2 eV
HOMO (alpha / beta): -8.9 / -8.5 eV

Last column: Löwdin charge in e.
Positions of all 9 atoms, in Å:
C -2.02367 0.29994 0.30354  0.084
C 1.28078 0.15174 -0.04787  -0.741
F 1.46842 1.05061 0.92416  0.015
F 1.39567 0.77202 -1.24003  0.006
S 2.18768 -1.33599 0.15655  0.820
H -2.17897 -0.45743 -0.43465  -0.023
H -1.87597 0.03137 1.32626  -0.021
H -2.02222 1.32947 0.01855  -0.020
H 1.76827 -1.84173 -1.00651  -0.120

***

--- C ---
Here is 2 unconnected molecules or ions with the total composition C2H4F2S from the OMol25 dataset. Energies are from ωB97M-V/def2-TZVPD.

Summary:
lowest unoccupied orbital energy: 0.3 eV
SMILES string: CC(F)=S.F
HOMO: -9.0 eV

Last column: Löwdin charge in e.
Positions of all 9 atoms, in Å:
C 0.46242 0.60473 -0.39101  -0.097
C -0.98333 0.35227 -0.67618  -0.908
F 0.48039 -1.77516 1.41180  -0.096
F -1.34490 0.77609 -1.81891  0.073
S -1.93830 -0.45649 0.36525  0.750
H 0.43590 0.63645 0.63467  0.016
H 0.99842 -0.27582 -0.74854  0.092
H 0.99436 1.43685 -0.85543  0.091
H 0.89504 -1.29892 2.07834  0.079

***

Which structure is the least stable? The one labeled B.